76
Properties=species:S:1:pos:R:3:lowdin_charge:R:1 method="wB97M-V/def2-TZVPD" gap_ev="7.55 / 7.29" s2=0.754 max_force_ev_per_a=0.78 mol_weight_g_mol=683.29 spin_multiplicity=2 charge=-1
Cu 0.83772 1.09321 0.82207 0.3529
S 0.44321 2.30008 -0.98862 0.4235
S 3.83143 1.87198 -1.11825 0.3201
S 1.18599 -0.38624 -3.17147 0.7168
P 2.32324 3.02220 -0.67874 -0.1026
O 2.37979 4.47465 -1.37791 -0.3151
O 1.49285 -0.90231 0.07837 -0.1662
O 2.52122 3.42588 0.84658 -0.3322
O 1.69851 0.84153 2.48175 -0.0783
O 0.48531 -4.58484 -5.57705 0.0833
O -0.90339 0.64133 1.44360 -0.1086
O 2.06309 -0.42152 4.28976 0.0492
O -2.00086 -0.79405 2.76123 0.0452
N 3.00929 -2.30382 -3.28614 0.0256
N 0.96795 -2.80526 -4.27147 0.0996
C -0.07339 -1.64115 1.66304 -0.0915
C 0.63885 5.28669 -2.85840 -0.0659
C 2.25575 -3.03996 0.49058 -0.0854
C 1.35497 -1.54689 2.31902 -0.0911
C 3.98531 -1.54244 -2.51358 -0.2206
C 0.38309 4.46047 1.62066 -0.0619
C 0.84509 -3.10670 -0.16048 -0.0857
C -1.07350 -0.51907 2.01284 -0.5772
C 3.33565 -4.75506 -6.21901 -0.0260
C 2.08639 4.83893 -2.74680 -0.4540
C 2.54789 5.74963 1.50575 -0.0536
C 2.25819 -1.62060 1.06872 -0.2356
C 1.28323 -3.73148 -5.24491 -0.4294
C 2.43702 3.75897 -3.76001 -0.0809
C 4.53241 -4.66400 -6.91479 -0.0774
C 1.89487 4.39935 1.72711 -0.4218
C 3.06661 -2.36576 -6.36744 -0.0364
C 2.61179 -3.60541 -5.93159 -0.1692
C 4.25385 -2.27801 -7.07819 -0.0731
C 1.70775 -0.29063 3.12760 -0.5725
C 0.29629 -1.71294 0.16436 -0.2481
C 4.99116 -3.42489 -7.34572 -0.0826
C 4.89397 0.06858 -4.23398 -0.1087
C 1.78147 -1.86424 -3.58681 -0.8464
C 5.19915 -1.14206 -3.34908 -0.2243
H 0.45651 5.68172 -3.86209 0.0794
H 5.10075 -5.55993 -7.13027 0.1014
H 4.62369 0.92544 -3.61121 0.0164
H 2.16078 4.02265 2.71122 0.1429
H 0.42442 6.07058 -2.12938 0.0783
H 3.63391 5.65445 1.55675 0.0855
H 2.21820 6.44716 2.28017 0.0803
H 3.23339 -1.15743 1.18385 0.1651
H 5.92292 -3.35438 -7.89446 0.1015
H -0.06781 3.48365 1.78632 0.0617
H -0.45284 -1.32785 -0.52029 0.1518
H 0.21631 -3.89202 0.26012 0.1143
H 3.47927 -0.65273 -2.13898 0.0160
H 0.91427 -3.25374 -1.23931 0.0922
H 0.06987 4.82310 0.63943 0.0671
H 4.05029 -0.13903 -4.89770 0.0483
H 1.53022 -2.38276 2.98890 0.1451
H 2.26335 4.14789 -4.76747 0.0821
H -0.01495 -2.71530 -4.07017 0.1319
H 0.00620 5.14102 2.38926 0.0865
H 1.81928 2.86983 -3.61463 0.0507
H -0.57200 -2.55097 1.97939 0.1416
H 5.51731 -1.99323 -3.96192 0.0977
H 3.29652 -3.20188 -3.63789 0.1359
H 2.40824 -3.79158 1.26559 0.1146
H 2.73083 5.70030 -2.91526 0.1342
H -0.03627 4.45039 -2.67818 0.0417
H 4.60665 -1.31183 -7.41917 0.1080
H 6.02199 -0.90642 -2.66848 0.1076
H 3.04116 -3.14797 -0.25790 0.0856
H 4.28133 -2.14334 -1.65073 0.1068
H 5.75599 0.33831 -4.84936 0.0694
H 2.28019 6.14751 0.52665 0.0701
H 3.47989 3.46276 -3.66535 0.0569
H 2.95112 -5.71464 -5.89452 0.1199
H 2.49149 -1.47120 -6.14928 0.1177

=====

69
Properties=species:S:1:pos:R:3:lowdin_charge:R:1 method="wB97M-V/def2-TZVPD" gap_ev=6.07 smiles="COc1ccc(/C=N/S(=O)(=O)c2ccc(C)cc2)cc1.CC(C)(C)N1C=CN(C(C)(C)C)P1" max_force_ev_per_a=2.16 mol_weight_g_mol=489.62 charge=0
S 2.05280 -1.28858 -0.37939 0.6518
P -0.62966 2.39261 1.17808 1.0238
O 2.31314 -0.26716 -1.36901 -0.3031
O -5.41630 -3.95086 -1.22662 -0.0865
O 2.28559 -1.00286 1.02841 -0.3246
N 0.87112 3.12781 0.82577 -0.2597
N -1.44904 3.55374 0.21974 -0.2674
N 0.50875 -1.86316 -0.52800 -0.0569
C 2.06570 3.00714 1.68164 -0.6444
C -0.57584 -1.16428 -0.55678 -0.1302
C -1.80774 -3.25974 -0.90119 -0.0136
C -3.59587 2.78229 1.08089 -0.0868
C 3.48577 -3.52424 0.35663 -0.0507
C -3.09896 -1.22241 -0.59479 -0.0140
C -4.22173 -3.32857 -1.03961 -0.2596
C -4.26748 -1.93690 -0.77579 0.0021
C 4.39221 -4.55715 0.13619 -0.0363
C 5.92139 -5.89439 -1.33826 -0.0541
C -1.84033 -1.87078 -0.66380 -0.1977
C -0.57235 4.45816 -0.34182 -0.1650
C -2.98218 5.18986 1.26718 -0.0467
C 2.19239 4.22385 2.59936 -0.0485
C 4.41843 -4.04929 -2.21623 -0.0349
C 0.72589 4.21642 -0.00636 -0.1541
C -5.42012 -5.37398 -1.51006 -0.0559
C 1.93903 1.75880 2.53710 -0.0861
C 3.28810 2.91466 0.77368 -0.0342
C -2.86722 3.93139 0.40232 -0.6483
C -2.96915 -3.98746 -1.10632 -0.0061
C 4.89178 -4.81697 -1.14396 -0.2720
C 3.51249 -3.00929 -2.01029 -0.0483
C 3.05813 -2.73570 -0.71526 -0.2739
C -3.46641 4.22284 -0.97058 -0.0490
H 2.82532 1.70088 3.18176 0.0945
H -3.52507 1.85963 0.49385 0.0603
H -4.90475 -5.59102 -2.45611 0.0962
H -2.51022 6.05773 0.79151 0.0790
H 3.16174 -2.40398 -2.84182 0.1150
H 4.73002 -5.16871 0.97404 0.1186
H -6.47681 -5.61568 -1.59027 0.0898
H 1.59093 4.81108 -0.27737 0.1068
H 3.06904 4.08672 3.24738 0.0854
H -3.30033 3.38399 -1.65777 0.0916
H 6.82311 -5.68420 -0.75066 0.0860
H 1.30618 4.32480 3.23919 0.0866
H 1.91981 0.85446 1.92124 0.0439
H -3.20772 2.59796 2.09088 0.0610
H 2.33048 5.15194 2.03395 0.0767
H -3.04989 5.13515 -1.41519 0.0748
H -2.92341 -5.05840 -1.31204 0.1041
H -4.95716 -5.94409 -0.69261 0.0951
H -4.04638 5.42565 1.41202 0.0866
H -2.52847 5.03792 2.25542 0.0882
H -4.54710 4.37454 -0.85913 0.0861
H -5.24807 -1.46088 -0.72435 0.1212
H -0.95109 5.28501 -0.93120 0.1029
H -0.84869 -3.76219 -0.94420 0.1117
H -3.13162 -0.14923 -0.40004 0.0954
H 3.12240 -3.31974 1.35894 0.1127
H 1.04362 1.78983 3.17137 0.0566
H 3.18817 2.07406 0.07501 0.0830
H 4.17490 2.75273 1.39783 0.0900
H 6.20661 -5.96953 -2.38949 0.0737
H -4.65615 3.05215 1.16200 0.0896
H -0.58760 1.06788 0.36491 -0.0580
H 3.44051 3.84075 0.20740 0.0737
H -0.59696 -0.07560 -0.59246 0.0545
H 4.77983 -4.26747 -3.22315 0.1133
H 5.54248 -6.86996 -1.01377 0.0842

=====

68
Properties=species:S:1:pos:R:3:lowdin_charge:R:1 method="wB97M-V/def2-TZVPD" gap_ev="5.82 / 5.82" s2=0.847 max_force_ev_per_a=3.54 relative_energy_kcal_mol=71.08 mol_weight_g_mol=520.60 spin_multiplicity=2 charge=+1
Tc -0.05684 -0.25827 0.19084 1.6813
O -0.99852 -0.96173 -1.24781 -0.3740
N 1.02917 -2.86859 -0.27324 0.0731
N 1.92019 -0.34646 0.32434 -0.2191
N -1.48082 1.25763 0.13518 -0.1251
N 0.95588 2.04937 0.14825 0.0075
N 0.31632 -0.27572 2.20369 -0.1096
C 1.76815 -1.33348 3.82659 0.0025
C -1.56448 -2.10746 -1.84200 -0.5222
C 2.37862 2.25131 0.23952 -0.2135
C 0.12865 2.89764 -0.38046 -0.2320
C 3.78201 -1.29803 1.48346 0.0060
C 3.19209 1.44541 -0.77558 -0.1399
C -3.03487 0.47928 2.75222 -0.1928
C -3.10257 -0.20542 1.38887 -0.2013
C -2.31946 4.84736 -0.44470 -0.0701
C 1.49540 -0.85098 2.53545 -0.2153
C -2.84972 0.73534 0.21219 -0.2098
C -1.44125 5.53154 -1.25602 -0.0909
C -2.25631 3.53923 0.02498 -0.0103
C 4.11008 -2.23785 3.77981 -0.0705
C -0.57573 0.02672 3.33735 -0.2068
C 0.53270 4.00987 -1.17544 -0.0086
C -2.26595 -2.98940 -0.80837 -0.0529
C -2.53565 -1.69242 -2.94342 -0.0416
C 2.65678 0.01150 -0.87227 -0.2119
C -0.15667 5.11302 -1.60866 -0.0697
C -1.67444 1.06827 3.12572 -0.1780
C 2.45512 -0.84833 1.43357 -0.2418
C -1.27649 2.54765 -0.13227 -0.2244
C 4.49581 -1.92392 2.48848 -0.0506
C 2.89172 -1.93934 4.36546 -0.0446
H 2.65018 3.30752 0.15814 0.1197
H 4.33739 -1.15564 0.56519 0.1031
H -1.03664 -0.90098 3.70170 0.1285
H 1.56473 3.95216 -1.50256 0.1006
H -3.58168 1.53662 0.25358 0.1049
H -2.90331 -2.57396 -3.46736 0.0901
H -3.30632 -0.25537 3.51609 0.1138
H 1.05471 -3.46382 0.54890 0.0551
H -1.33372 1.80433 2.40618 0.0926
H -3.38725 -1.15618 -2.52327 0.0765
H -3.03226 0.19325 -0.71749 0.0962
H -3.12065 3.24877 0.60687 0.0992
H 0.39067 5.77974 -2.26510 0.1123
H -1.62461 -3.14969 0.05931 0.0593
H 0.95691 -1.25655 4.53257 0.0955
H 2.66308 1.92220 1.24368 0.1163
H 0.05672 0.41657 4.13677 0.1144
H -3.18598 -2.51035 -0.47025 0.0775
H 4.83817 -2.75039 4.39488 0.1113
H 0.52095 -3.37243 -0.99138 0.0269
H -2.03447 -1.04210 -3.66037 0.0866
H -1.79921 1.59408 4.07428 0.1177
H 3.14528 1.90704 -1.76283 0.1126
H -3.21984 5.38678 -0.17351 0.1121
H -4.10102 -0.62878 1.26026 0.1198
H 5.50689 -2.21085 2.22316 0.1172
H -1.76002 6.49752 -1.62569 0.1044
H -2.39420 -1.04110 1.36499 0.0721
H 1.98524 -2.77427 -0.59627 0.0446
H 2.79227 -2.22934 5.40500 0.1176
H 4.23398 1.44984 -0.45062 0.1140
H 3.46908 -0.68242 -1.09719 0.1085
H -2.51768 -3.95289 -1.25059 0.0922
H -3.78879 1.27029 2.79577 0.1163
H -0.75990 -2.68231 -2.32303 0.1200
H 1.95048 -0.05503 -1.70135 0.1073